No. 1
Below is one molecule with the formula C20H32N4O5S at a distorted geometry, with properties calculated with ωB97M-V with the def2-TZVPD basis set.

Last column: Löwdin charge in e.
Geometry (Å):
C1 -2.08 -3.64 0.30  -0.080
N1 -1.00 -2.69 0.16  -0.283
S1 -0.99 -1.46 1.27  0.679
O1 -1.35 -2.01 2.54  -0.263
O2 0.28 -0.79 1.16  -0.299
C2 -2.28 -0.33 0.73  -0.236
C3 -1.97 0.72 -0.10  -0.025
C4 -2.98 1.54 -0.57  0.033
C5 -4.29 1.28 -0.18  -0.134
C6 -4.60 0.22 0.66  0.029
C7 -3.58 -0.59 1.12  -0.035
H1 -3.77 -1.41 1.80  0.119
H2 -5.63 0.05 0.94  0.125
N2 -5.35 2.12 -0.68  -0.358
O3 -5.05 3.04 -1.40  0.092
O4 -6.49 1.85 -0.33  0.090
H3 -2.78 2.38 -1.21  0.126
H4 -0.94 0.91 -0.36  0.102
C8 -0.59 -2.36 -1.19  -0.205
C9 0.37 -3.41 -1.76  -0.155
C10 1.71 -3.39 -1.03  -0.093
C11 2.51 -2.17 -1.47  -0.503
O5 3.01 -2.10 -2.58  0.054
N3 2.60 -1.20 -0.55  0.107
H5 2.05 -1.25 0.30  0.099
C12 3.21 0.09 -0.84  -0.263
C13 4.36 0.39 0.14  -0.074
H6 5.20 0.80 -0.42  0.111
H7 4.69 -0.54 0.58  0.125
C14 4.00 1.38 1.26  -0.555
N4 3.33 2.57 0.76  0.053
H8 3.89 3.41 0.88  0.116
C15 2.67 2.58 -0.53  -0.563
C16 2.12 1.18 -0.81  -0.087
H9 1.58 1.17 -1.76  0.132
H10 1.42 0.93 -0.01  0.086
C17 1.49 3.56 -0.43  -0.041
H11 0.83 3.26 0.38  0.078
H12 0.93 3.58 -1.36  0.078
H13 1.86 4.56 -0.22  0.079
C18 3.59 3.04 -1.67  -0.020
H14 4.46 2.39 -1.77  0.073
H15 3.06 3.04 -2.61  0.085
H16 3.95 4.05 -1.47  0.082
C19 3.11 0.72 2.33  -0.022
H17 3.63 -0.12 2.78  0.085
H18 2.18 0.36 1.91  0.045
H19 2.88 1.44 3.10  0.085
C20 5.31 1.82 1.94  -0.042
H20 5.96 2.32 1.24  0.082
H21 5.83 0.96 2.34  0.085
H22 5.09 2.50 2.76  0.083
H23 3.61 0.00 -1.85  0.144
H24 2.28 -4.28 -1.30  0.123
H25 1.55 -3.39 0.05  0.111
H26 -0.09 -4.39 -1.68  0.106
H27 0.54 -3.19 -2.81  0.122
H28 -0.08 -1.40 -1.14  0.105
H29 -1.48 -2.26 -1.83  0.132
H30 -1.77 -4.61 -0.11  0.093
H31 -2.98 -3.31 -0.23  0.095
H32 -2.28 -3.75 1.36  0.084

## Properties
LUMO level, hartree: -0.0445
Energy relative to the best compared isomer or geometry (same formula, charge and spin), eV: 2.8772
HOMO energy, eV: -8.41
SMILES: CN(CCCC(=O)NC1CC(C)(C)NC(C)(C)C1)S(=O)(=O)c1ccc([N+](=O)[O-])cc1
Charge: 0
Gap between HOMO and LUMO, eV: 7.1981
Calculated total energy, Eh: -1774.64890
2S+1: 1

No. 2
Below is a 9-piece molecular cluster, C20H32N8O2 overall at a distorted geometry, with properties calculated with ωB97M-V with the def2-TZVPD basis set.

Last column: Löwdin charge in e.
Geometry (Å):
O1 9.32 13.58 12.33  0.017
C1 8.19 13.70 11.84  -0.493
O2 7.32 12.69 11.82  -0.025
C2 7.83 11.38 12.19  -0.212
C3 8.72 10.88 11.14  -0.073
C4 7.61 15.00 11.29  0.035
H1 6.92 10.78 12.27  0.112
H2 8.32 11.48 13.21  0.106
H3 8.27 10.53 10.20  0.087
H4 9.20 9.97 11.47  0.078
H5 9.56 11.62 10.95  0.083
H6 8.44 15.59 10.89  0.068
H7 7.21 15.66 11.99  0.056
H8 6.80 14.76 10.56  0.082
C5 5.30 12.22 8.45  -0.063
C6 6.42 11.76 7.63  -0.305
N1 7.06 11.40 6.76  0.122
H9 4.50 11.47 8.34  0.091
H10 4.94 13.07 7.89  0.066
H11 5.60 12.36 9.51  0.080
C7 5.51 13.24 15.80  -0.047
C8 6.11 14.49 15.27  -0.262
N2 6.66 15.46 15.03  0.137
H12 5.09 13.42 16.79  0.083
H13 6.33 12.45 15.88  0.084
H14 4.76 12.86 15.16  0.056
C9 9.61 18.87 9.12  -0.091
C10 8.62 19.79 9.68  -0.282
N3 7.76 20.53 9.91  0.117
H15 9.67 19.07 8.05  0.038
H16 9.31 17.79 9.21  0.062
H17 10.57 19.12 9.55  0.076
C11 8.60 15.44 6.27  -0.090
C12 8.88 16.86 6.22  -0.251
N4 9.20 18.00 6.09  0.138
H18 9.28 14.81 5.69  0.090
H19 7.61 15.14 6.01  0.056
H20 8.85 15.19 7.29  0.045
C13 11.94 13.56 10.60  -0.061
C14 11.33 14.57 9.77  -0.220
N5 10.70 15.41 9.20  0.147
H21 12.66 13.98 11.26  0.082
H22 12.49 12.85 10.01  0.081
H23 11.14 13.10 11.15  0.045
C15 8.08 7.41 15.13  -0.086
C16 6.86 8.00 14.52  -0.253
N6 6.00 8.49 13.87  0.110
H24 8.14 7.70 16.15  0.057
H25 9.02 7.83 14.71  0.089
H26 8.14 6.32 15.00  0.080
C17 9.57 13.57 15.45  -0.063
C18 9.16 12.18 15.62  -0.274
N7 8.68 11.13 15.63  0.135
H27 9.98 13.86 16.42  0.083
H28 8.74 14.22 15.10  0.053
H29 10.39 13.63 14.70  0.086
C19 6.10 18.72 7.43  -0.054
C20 6.22 17.26 7.69  -0.246
N8 6.14 16.14 7.97  0.144
H30 5.65 19.24 8.25  0.073
H31 5.68 18.84 6.46  0.072
H32 7.10 19.12 7.24  0.049

## Properties
LUMO level, hartree: 0.0172
HOMO energy, eV: -10.62
SMILES: CCOC(C)=O.CC#N.CC#N.CC#N.CC#N.CC#N.CC#N.CC#N.CC#N
Charge: 0
Gap between HOMO and LUMO, eV: 11.0845
Calculated total energy, Eh: -1369.71441
2S+1: 1

No. 3
Below is C20H33As2FIrN3OSi as an isolated structure, with properties calculated with ωB97M-V with the def2-TZVPD basis set.

Last column: Löwdin spin population.
Geometry (Å):
Ir1 0.07 -0.02 -0.15  2.147
C1 -0.72 3.16 -0.25  0.042
Si1 0.11 2.64 -1.83  0.053
C2 -1.07 1.72 -2.94  0.024
C3 0.87 4.09 -2.66  0.006
N1 1.27 1.35 -1.23  0.490
C4 2.59 1.28 -1.38  0.097
C5 3.30 2.02 -2.39  0.127
C6 4.66 1.93 -2.51  -0.001
C7 5.40 1.13 -1.64  0.207
C8 4.77 0.39 -0.64  0.000
C9 3.41 0.46 -0.54  0.131
F1 2.80 -0.24 0.45  0.073
H1 -1.60 3.77 -0.48  0.005
H2 -0.04 3.76 0.36  0.000
H3 -1.08 2.32 0.37  0.013
H4 -1.42 2.39 -3.73  0.003
H5 -1.96 1.41 -2.39  0.002
H6 -0.61 0.86 -3.43  0.002
H7 0.09 4.86 -2.69  0.001
H8 1.16 3.89 -3.70  0.000
H9 1.72 4.50 -2.12  0.000
H10 2.73 2.62 -3.07  0.004
H11 5.16 2.49 -3.29  -0.003
H12 6.48 1.08 -1.73  0.009
H13 5.33 -0.22 0.05  -0.003
C10 1.64 0.49 3.43  0.033
As1 0.40 -0.50 2.34  0.125
C11 -1.15 -0.74 3.46  0.033
C12 1.15 -2.33 2.37  0.105
C13 1.60 -2.89 3.63  0.330
C14 2.10 -4.21 3.76  0.060
C15 2.16 -4.99 2.65  0.083
C16 1.72 -4.45 1.40  0.330
C17 1.23 -3.10 1.25  0.077
As2 0.68 -2.45 -0.53  0.117
C18 -0.66 -3.77 -1.02  0.032
C19 2.18 -2.94 -1.64  0.028
H14 1.56 0.19 4.48  0.004
H15 1.37 1.54 3.35  0.001
H16 2.65 0.35 3.07  0.000
H17 -0.86 -1.21 4.40  0.005
H18 -1.89 -1.35 2.95  0.000
H19 -1.56 0.25 3.67  0.001
H20 1.57 -2.27 4.52  0.013
H21 2.43 -4.58 4.73  0.000
H22 2.52 -6.01 2.69  0.001
H23 1.76 -5.10 0.53  0.013
H24 -0.20 -4.75 -1.13  0.005
H25 -1.09 -3.46 -1.97  0.001
H26 -1.44 -3.80 -0.27  0.000
H27 2.52 -3.95 -1.42  0.004
H28 3.00 -2.24 -1.50  0.001
H29 1.84 -2.90 -2.67  0.001
N2 -4.28 -0.35 0.12  0.011
C20 -3.12 -0.37 -0.54  0.018
N3 -3.12 -0.69 -1.84  0.006
O1 -2.06 -0.11 0.10  0.131
H30 -5.17 -0.52 -0.34  0.001
H31 -4.30 -0.06 1.08  0.000
H32 -3.97 -0.84 -2.36  0.000
H33 -2.26 -0.60 -2.36  0.004

## Properties
LUMO level (alpha / beta), hartree: -0.3441 / -0.4767
Energy relative to the best compared isomer or geometry (same formula, charge and spin), eV: 0.0000
HOMO energy (alpha / beta), eV: -16.01 / -17.61
Charge: +3
Expectation value of S²: 8.81
Gap between HOMO and LUMO (alpha / beta), eV: 6.6465 / 4.6367
Calculated total energy, Eh: -5985.62584
2S+1: 6

- What is the calculated total energy in the first record?
  -1774.64890 Eh

What did the first record say?
Below is one molecule with the formula C20H32N4O5S at a distorted geometry, with properties calculated with ωB97M-V with the def2-TZVPD basis set.

Last column: Löwdin charge in e.
Geometry (Å):
C1 -2.08 -3.64 0.30  -0.080
N1 -1.00 -2.69 0.16  -0.283
S1 -0.99 -1.46 1.27  0.679
O1 -1.35 -2.01 2.54  -0.263
O2 0.28 -0.79 1.16  -0.299
C2 -2.28 -0.33 0.73  -0.236
C3 -1.97 0.72 -0.10  -0.025
C4 -2.98 1.54 -0.57  0.033
C5 -4.29 1.28 -0.18  -0.134
C6 -4.60 0.22 0.66  0.029
C7 -3.58 -0.59 1.12  -0.035
H1 -3.77 -1.41 1.80  0.119
H2 -5.63 0.05 0.94  0.125
N2 -5.35 2.12 -0.68  -0.358
O3 -5.05 3.04 -1.40  0.092
O4 -6.49 1.85 -0.33  0.090
H3 -2.78 2.38 -1.21  0.126
H4 -0.94 0.91 -0.36  0.102
C8 -0.59 -2.36 -1.19  -0.205
C9 0.37 -3.41 -1.76  -0.155
C10 1.71 -3.39 -1.03  -0.093
C11 2.51 -2.17 -1.47  -0.503
O5 3.01 -2.10 -2.58  0.054
N3 2.60 -1.20 -0.55  0.107
H5 2.05 -1.25 0.30  0.099
C12 3.21 0.09 -0.84  -0.263
C13 4.36 0.39 0.14  -0.074
H6 5.20 0.80 -0.42  0.111
H7 4.69 -0.54 0.58  0.125
C14 4.00 1.38 1.26  -0.555
N4 3.33 2.57 0.76  0.053
H8 3.89 3.41 0.88  0.116
C15 2.67 2.58 -0.53  -0.563
C16 2.12 1.18 -0.81  -0.087
H9 1.58 1.17 -1.76  0.132
H10 1.42 0.93 -0.01  0.086
C17 1.49 3.56 -0.43  -0.041
H11 0.83 3.26 0.38  0.078
H12 0.93 3.58 -1.36  0.078
H13 1.86 4.56 -0.22  0.079
C18 3.59 3.04 -1.67  -0.020
H14 4.46 2.39 -1.77  0.073
H15 3.06 3.04 -2.61  0.085
H16 3.95 4.05 -1.47  0.082
C19 3.11 0.72 2.33  -0.022
H17 3.63 -0.12 2.78  0.085
H18 2.18 0.36 1.91  0.045
H19 2.88 1.44 3.10  0.085
C20 5.31 1.82 1.94  -0.042
H20 5.96 2.32 1.24  0.082
H21 5.83 0.96 2.34  0.085
H22 5.09 2.50 2.76  0.083
H23 3.61 0.00 -1.85  0.144
H24 2.28 -4.28 -1.30  0.123
H25 1.55 -3.39 0.05  0.111
H26 -0.09 -4.39 -1.68  0.106
H27 0.54 -3.19 -2.81  0.122
H28 -0.08 -1.40 -1.14  0.105
H29 -1.48 -2.26 -1.83  0.132
H30 -1.77 -4.61 -0.11  0.093
H31 -2.98 -3.31 -0.23  0.095
H32 -2.28 -3.75 1.36  0.084

## Properties
LUMO level, hartree: -0.0445
Energy relative to the best compared isomer or geometry (same formula, charge and spin), eV: 2.8772
HOMO energy, eV: -8.41
SMILES: CN(CCCC(=O)NC1CC(C)(C)NC(C)(C)C1)S(=O)(=O)c1ccc([N+](=O)[O-])cc1
Charge: 0
Gap between HOMO and LUMO, eV: 7.1981
Calculated total energy, Eh: -1774.64890
2S+1: 1

- Which value of 2S+1 does entry 3 give?
  6